Entry 1:
Density functional theory data (ωB97M-V/def2-TZVPD) for 2 unconnected molecules or ions with the total composition C7H8N2S in a non-equilibrium geometry.

XYZ file:
```
18
Properties=species:S:1:pos:R:3:mulliken_charge:R:1
C 1.528 0.546 -1.167 0.0351
C 2.320 1.667 -0.717 0.5238
C -1.287 -0.380 0.673 -0.3456
C -1.160 -1.176 -0.404 0.3492
C -0.909 0.206 -0.624 -0.3810
C 2.041 2.837 0.070 -1.0314
C -0.970 -2.553 -1.028 -1.0529
N 2.153 -0.286 -2.001 -0.4625
N 3.514 1.610 -1.234 -0.4974
S 3.732 0.385 -2.270 0.0722
H -1.470 -0.322 1.730 0.3900
H -1.036 1.073 -1.102 0.5351
H 2.772 3.535 -0.085 0.4071
H 1.149 3.302 -0.532 0.1808
H 1.589 2.618 1.063 0.2454
H -1.836 -2.832 -1.518 0.3276
H -0.781 -3.117 -0.184 0.3582
H -0.083 -2.693 -1.587 0.3463
```

The value obtained for the highest occupied orbital energy (alpha / beta) is -7.53 / -7.53 eV. As for the charge: 0. The calculation puts the electronic energy at -778.9891 Eh. The calculation puts the molar mass at 152.2 u.

---

Entry 2:
Density functional theory data (ωB97M-V/def2-TZVPD) for a molecular structure, HIN3P3 in a non-equilibrium geometry.

XYZ file:
```
8
Properties=species:S:1:pos:R:3:mulliken_charge:R:1
N 0.210 2.043 -0.243 -0.1682
N 1.619 -0.005 0.559 -0.1597
N -1.089 -0.221 0.243 -0.3417
P -1.090 1.300 -0.596 0.2128
P 1.714 1.516 0.250 0.1227
P 0.449 -1.170 0.544 0.1268
I -2.674 -1.505 0.037 0.1502
H 0.861 -1.960 -0.794 0.0570
```

The value obtained for the highest occupied orbital energy is -8.62 eV. As for the charge: 0. The calculation puts the electronic energy at -1486.6064 Eh. The calculation puts the molar mass at 262.9 u.

---

Entry 3:
Density functional theory data (ωB97M-V/def2-TZVPD) for a gas-phase ion, C5H11O (charge -1) in a non-equilibrium geometry.

XYZ file:
```
17
Properties=species:S:1:pos:R:3:mulliken_charge:R:1
C 0.826 -1.131 2.073 -0.5968
O 1.568 -0.710 3.219 -0.9131
C 0.360 -0.151 0.953 -0.2945
C -0.645 -0.575 -0.125 -0.4667
C -1.020 0.617 -1.046 -0.5120
C 0.126 1.283 -1.896 -1.1822
H -0.079 -1.645 2.434 0.1718
H 1.344 -1.848 1.423 0.1716
H -0.034 0.759 1.470 0.2236
H 1.329 0.127 0.390 0.1032
H -0.207 -1.445 -0.577 0.2828
H -1.508 -0.898 0.334 0.3796
H -1.747 0.252 -1.828 0.3067
H -1.510 1.422 -0.519 0.3425
H 0.912 1.600 -1.236 0.3650
H 0.638 0.454 -2.431 0.2621
H -0.353 1.889 -2.638 0.3564
```

The value obtained for the highest occupied orbital energy is -2.06 eV. As for the structure (SMILES): CCCCC[O-]. As for the charge: -1. The calculation puts the electronic energy at -272.2924 Eh. The calculation puts the molar mass at 87.1 u.

---

Entry 4:
Density functional theory data (ωB97M-V/def2-TZVPD) for a gas-phase ion, C10H10N2O (charge +2) in a non-equilibrium geometry.

XYZ file:
```
23
Properties=species:S:1:pos:R:3:mulliken_charge:R:1
C -3.222 -0.173 -0.222 -0.4315
C -2.870 1.109 -0.634 -0.3518
C -2.263 -1.079 0.120 -0.6480
C -1.517 1.525 -0.568 -0.7757
C -0.863 -0.738 0.192 0.5869
C -0.747 0.523 -0.216 1.0139
C 2.490 -0.989 -0.810 -0.3952
C 2.458 1.118 -0.205 -0.2387
C 1.498 -0.820 0.103 0.2547
C 0.245 -1.705 0.485 -0.7518
N 3.074 0.196 -0.919 0.0153
N 1.426 0.484 0.392 0.1851
O 0.819 0.986 1.499 -0.3697
H -4.361 -0.526 -0.138 0.3366
H -3.522 1.982 -0.733 0.3804
H -2.568 -1.992 0.621 0.4435
H -1.283 2.621 -0.462 0.3818
H 2.925 -1.995 -1.081 0.3761
H 2.737 2.083 -0.056 0.5228
H 0.066 -1.656 1.630 0.3347
H 0.216 -2.711 0.167 0.5743
H 3.869 0.481 -1.385 0.1457
H 1.392 1.276 2.219 0.4104
```

The value obtained for the highest occupied orbital energy is -17.55 eV. As for the charge: +2. The calculation puts the electronic energy at -570.9499 Eh. The calculation puts the molar mass at 174.2 u.

---

Entry 5:
Density functional theory data (ωB97M-V/def2-TZVPD) for C3H6N2 in the gas phase in a non-equilibrium geometry.

XYZ file:
```
11
Properties=species:S:1:pos:R:3:mulliken_charge:R:1
C -1.208 -0.235 0.186 -0.0719
C 0.858 0.839 -0.022 -0.2843
C 1.269 -0.559 0.016 -0.2413
H -2.603 -0.132 -1.178 0.2892
H -0.793 -0.294 1.159 0.4150
H 0.234 1.506 0.762 0.2476
H 1.379 1.408 -0.767 0.2256
H 1.097 -1.138 0.964 0.1889
H 2.275 -1.139 -0.420 0.2041
N -2.501 0.026 -0.048 -0.5475
N -0.008 -0.282 -0.651 -0.4255
```

The value obtained for the highest occupied orbital energy is -9.84 eV. As for the structure (SMILES): [H]/N=C\N1CC1. As for the charge: 0. The calculation puts the electronic energy at -227.2816 Eh. The calculation puts the molar mass at 70.1 u.

---

Entry 6:
Density functional theory data (ωB97M-V/def2-TZVPD) for 2 unconnected molecules or ions with the total composition C19H21N5 in a non-equilibrium geometry.

XYZ file:
```
45
Properties=species:S:1:pos:R:3:mulliken_charge:R:1
C 3.835 2.610 -1.025 -0.6712
C 4.347 1.273 -0.463 -0.5071
C 3.407 0.729 0.618 -0.8841
N 2.009 0.669 0.131 0.2974
C 1.447 -0.528 -0.220 0.2185
C 0.174 -0.692 -0.729 0.1509
C -0.259 -1.879 -1.288 -0.5077
C -1.551 -2.118 -1.837 0.8477
C -1.802 -3.317 -2.531 -0.4931
C -3.036 -3.573 -3.082 -0.5813
C -4.061 -2.651 -2.957 -0.3647
C -3.839 -1.459 -2.286 -0.7519
C -2.608 -1.189 -1.736 -0.2776
C 1.488 1.967 -0.353 -0.6763
C 2.373 2.496 -1.483 -0.6707
H 3.913 3.384 -0.250 0.3081
H 4.476 2.949 -1.853 0.3577
H 4.427 0.541 -1.276 0.2763
H 5.365 1.389 -0.066 0.3580
H 3.718 -0.267 0.951 0.4552
H 3.433 1.368 1.506 0.3638
H 2.077 -1.395 -0.138 0.3918
H -0.511 0.133 -0.689 -0.3300
H 0.458 -2.677 -1.355 0.3433
H -1.001 -4.028 -2.649 0.3592
H -3.200 -4.493 -3.621 0.3797
H -5.029 -2.860 -3.388 0.3839
H -4.638 -0.740 -2.201 0.3948
H -2.459 -0.256 -1.224 0.4155
H 0.453 1.863 -0.688 0.3687
H 1.471 2.667 0.488 0.3267
H 2.005 3.462 -1.853 0.3509
H 2.318 1.807 -2.335 0.2769
C -2.434 1.049 4.456 -0.2100
N -2.306 2.285 4.004 -0.6874
C -1.588 2.417 2.894 -0.1476
N -0.976 1.513 2.153 -0.2756
C -1.107 0.267 2.618 0.3066
C -1.841 -0.002 3.791 0.2884
N -1.810 -1.354 4.015 -0.8672
C -1.091 -1.838 3.016 -0.2744
N -0.650 -0.922 2.148 -0.2655
H -3.021 0.863 5.342 0.4317
H -1.504 3.434 2.534 0.3682
H -0.874 -2.894 2.913 0.4237
```

The value obtained for the highest occupied orbital energy is -7.05 eV. As for the charge: 0. The calculation puts the electronic energy at -1010.3349 Eh. The calculation puts the molar mass at 319.4 u.

---

Entry 7:
Density functional theory data (ωB97M-V/def2-TZVPD) for a molecular structure, C2HKMgO2 in a non-equilibrium geometry.

XYZ file:
```
7
Properties=species:S:1:pos:R:3:mulliken_charge:R:1
O 1.800 0.412 0.453 -0.2332
C 1.672 -0.664 0.839 0.3181
Mg 0.266 2.029 1.323 0.3186
K -0.597 2.081 -1.579 1.1316
H 1.493 -1.638 1.238 0.4965
C -2.001 -0.649 -1.227 -0.0206
O -2.632 -1.572 -1.046 -0.0110
```

The value obtained for the highest occupied orbital energy (alpha / beta) is -15.96 / -16.45 eV. As for the charge: +2. The calculation puts the electronic energy at -1026.5727 Eh. The calculation puts the molar mass at 120.4 u.

---

Entry 8:
Density functional theory data (ωB97M-V/def2-TZVPD) for 10 unconnected molecules or ions with the total composition ClH18O9 in a non-equilibrium geometry.

XYZ file:
```
28
Properties=species:S:1:pos:R:3:mulliken_charge:R:1
Cl 3.802 14.998 15.143 -0.6760
O 6.163 12.800 16.583 -0.6271
H 5.534 13.440 16.908 0.3485
H 5.807 12.124 16.000 0.3240
O 3.142 12.169 16.385 -0.6066
H 2.254 12.356 16.707 0.2767
H 3.426 13.024 16.028 0.1614
O 3.758 18.107 14.784 -0.6067
H 4.082 18.460 15.621 0.2798
H 4.151 17.239 14.758 0.3675
O 0.810 15.357 13.826 -0.6109
H 0.123 15.607 14.422 0.2667
H 1.671 15.548 14.193 0.3144
O 6.755 14.313 14.256 -0.6638
H 5.920 14.348 13.799 0.4711
H 6.521 14.376 15.183 0.3420
O 5.065 14.086 12.125 -0.6555
H 4.325 14.669 12.248 0.3177
H 5.386 14.221 11.221 0.2412
O 3.582 12.129 13.417 -0.6545
H 3.880 11.933 14.343 0.3266
H 3.826 13.090 13.227 0.3147
O 6.057 16.180 16.819 -0.5347
H 5.211 15.908 16.505 0.1282
H 5.887 17.108 17.100 0.2793
O 3.344 15.266 18.142 -0.6454
H 3.644 15.140 17.248 0.2098
H 3.659 14.520 18.633 0.3118
```

The value obtained for the highest occupied orbital energy is -6.67 eV. As for the charge: -1. The calculation puts the electronic energy at -1148.2534 Eh. The calculation puts the molar mass at 197.6 u.